Computed, not measured: 9 unconnected molecules or ions with the total composition C35H70O17 at a distorted geometry, with wB97M-V/def2-TZVPD.

```
! RIJCOSX wB97M-V def2-TZVPD def2/J DEFGRID3
* xyz 0 1
C -2.618 -5.566 -0.431
C -2.195 -4.175 0.200
O -3.261 -3.744 0.952
C -3.058 -2.653 1.749
C -4.341 -2.331 2.504
O -1.989 -2.116 2.031
H -2.679 -6.303 0.302
H -1.920 -6.085 -1.239
H -3.558 -5.525 -0.780
H -1.342 -4.471 0.580
H -2.048 -3.468 -0.566
H -4.979 -1.592 2.150
H -4.029 -2.149 3.536
H -4.999 -3.289 2.387
C 1.656 4.538 -3.712
C 1.302 6.024 -3.916
O 2.358 6.769 -3.306
C 2.416 8.155 -3.403
C 3.800 8.736 -2.952
O 1.483 8.824 -3.868
H 2.487 4.362 -4.309
H 0.892 3.758 -4.049
H 2.000 4.249 -2.647
H 1.054 6.081 -5.001
H 0.392 6.279 -3.557
H 3.681 9.700 -2.642
H 4.641 8.680 -3.637
H 4.101 8.202 -2.022
C -5.474 -2.366 -1.243
C -4.574 -1.184 -1.275
O -4.902 -0.218 -0.236
C -4.609 1.125 -0.355
C -5.106 1.951 0.784
O -4.146 1.574 -1.356
H -5.299 -2.773 -0.262
H -5.401 -3.132 -2.008
H -6.538 -1.818 -1.247
H -3.558 -1.517 -1.185
H -4.691 -0.796 -2.272
H -6.057 2.402 0.563
H -4.434 2.843 0.942
H -4.982 1.519 1.807
C 4.042 1.065 -4.645
C 5.028 0.232 -3.661
O 4.266 -0.771 -3.069
C 4.890 -1.788 -2.404
C 4.027 -2.767 -1.680
O 6.111 -1.770 -2.175
H 3.138 1.414 -4.153
H 3.814 0.553 -5.428
H 4.748 1.903 -4.815
H 5.906 -0.109 -4.180
H 5.281 0.826 -2.878
H 4.169 -3.774 -2.243
H 2.912 -2.314 -1.664
H 4.476 -3.026 -0.835
C 6.048 0.046 1.648
C 4.711 0.238 0.833
O 3.932 -0.982 0.927
C 3.071 -1.200 1.988
C 2.140 -2.390 1.938
O 3.095 -0.462 3.067
H 6.682 -0.568 0.878
H 5.899 -0.264 2.548
H 6.514 0.969 1.545
H 4.198 1.020 1.106
H 4.841 0.402 -0.302
H 2.193 -2.785 0.850
H 1.130 -2.100 2.056
H 2.425 -3.327 2.535
C -0.105 -9.106 0.651
C 0.294 -7.774 0.962
O 0.606 -7.090 -0.319
C 1.035 -5.864 -0.279
C 1.184 -5.266 -1.677
O 1.367 -5.225 0.692
H 0.594 -9.788 0.047
H -1.009 -9.112 0.133
H -0.155 -9.720 1.562
H -0.363 -7.166 1.686
H 1.468 -7.856 1.297
H 0.733 -4.249 -1.696
H 0.427 -6.038 -2.150
H 2.118 -5.340 -2.038
C 1.997 6.337 0.163
C 0.807 5.387 0.278
O 1.244 4.371 1.163
C 0.366 3.538 1.785
C 1.050 2.464 2.578
O -0.882 3.638 1.842
H 2.237 6.658 1.200
H 1.759 7.235 -0.381
H 2.755 5.673 -0.228
H 0.034 5.953 0.424
H 0.441 5.047 -0.636
H 0.991 2.811 3.593
H 2.111 2.585 2.291
H 0.730 1.266 2.569
C -7.154 1.505 4.084
C -5.931 1.060 4.681
O -4.706 1.400 4.024
C -3.506 0.868 4.452
C -2.502 1.032 3.366
O -3.337 0.260 5.410
H -7.178 0.701 3.355
H -7.040 2.461 3.503
H -8.028 1.597 4.711
H -6.102 1.713 5.748
H -6.041 0.124 5.146
H -2.522 0.232 2.719
H -1.440 1.070 3.781
H -2.738 2.121 3.088
C 1.614 0.725 -1.403
C 0.507 -0.212 -1.061
C -0.633 0.336 -0.070
O 0.496 -1.472 -1.337
H 2.141 0.355 -2.388
H 2.279 0.454 -0.510
H 1.418 1.889 -1.796
H -1.530 0.122 -0.562
H -0.600 1.391 -0.230
H -0.456 0.151 1.010
*
```

For the energy above the lowest of the compared OMol25 structures with the same formula, charge and spin, the calculation gives 0.00 kcal per mole. For the HOMO energy, the calculation gives -9.7 eV. The max |F| comes out at 9.57 eV/A.